Entry from OMol25: a structure of composition C32H54BMgN7OSb at a distorted geometry (ωB97M-V with the def2-TZVPD basis set).

Output
* net charge: +1
* E_tot: -59197.711 eV

Structure (XYZ):
```
97
Properties=species:S:1:pos:R:3:forces:R:3:lowdin_charge:R:1
Mg -1.084694 0.791900 -0.750511 0.7899 0.3330 0.5865 0.632
C 0.836716 -3.284317 -2.659304 0.0310 0.0778 0.1632 -0.048
C 0.132551 -2.984052 -1.327767 0.0058 -0.1133 -0.1045 -0.381
C 0.012369 -4.275264 -0.511091 -0.0188 0.1232 0.0052 -0.064
C -1.226456 -2.394844 -1.573723 -0.1694 -0.0772 -0.0068 -0.252
C -2.331583 -3.087626 -2.085979 -0.0001 0.0608 -0.0318 0.012
C -3.349028 -2.160887 -2.131428 0.1805 -0.1640 0.0888 -0.031
N -2.875475 -0.995590 -1.670465 -0.3052 -0.2421 -0.3497 -0.021
N -1.566305 -1.123023 -1.331045 -0.0483 -0.3759 0.0209 0.059
B -3.680127 0.300902 -1.521734 -0.0804 -0.0700 0.0130 -0.519
N -3.753653 0.683425 -0.031307 -0.4799 -0.0318 0.1052 -0.022
C -4.890695 0.824939 0.662751 0.1102 0.0933 0.1978 -0.040
C -4.564591 1.019496 1.984896 0.0208 -0.0781 -0.0792 0.006
C -3.165535 0.964351 2.028903 -0.3084 0.1584 0.0842 -0.257
N -2.676691 0.769839 0.794761 0.1506 -0.0457 -0.0834 0.072
C -2.384537 1.028046 3.310287 0.2207 -0.1961 -0.0352 -0.349
C -0.975663 1.580490 3.148437 -0.2624 -0.0371 0.0415 -0.080
C -2.332761 -0.372561 3.939658 -0.0350 0.1016 0.0131 -0.053
N -3.046598 1.429649 -2.359877 -0.3025 -0.0580 -0.3062 -0.026
C -3.748328 2.279068 -3.123452 0.0504 0.1188 -0.0072 -0.042
C -2.863448 3.019734 -3.862712 0.0827 0.0534 0.0576 0.001
C -1.589880 2.555637 -3.498785 -0.3865 0.0253 0.0404 -0.245
N -1.710330 1.582314 -2.578599 0.1296 0.3878 -0.6015 0.073
C -0.362834 3.054066 -4.213861 0.1507 -0.2227 -0.0485 -0.356
C 0.969769 2.884011 -3.504139 -0.1373 0.0869 0.0677 -0.051
C -0.286857 2.364306 -5.586443 0.0345 0.1046 0.0491 -0.051
H 1.834143 -3.686518 -2.473186 0.0004 -0.0187 -0.0365 0.088
H 0.267299 -4.024104 -3.222460 0.0163 -0.0119 -0.0225 0.087
H 0.932770 -2.396997 -3.287297 -0.0077 -0.0295 -0.0289 0.068
H 0.727518 -2.272604 -0.750389 -0.0434 0.0354 -0.0284 0.066
H -0.430911 -5.070036 -1.112072 -0.0156 -0.0160 0.0093 0.085
H 0.998917 -4.609550 -0.185068 -0.0021 -0.0328 -0.0205 0.081
H -0.613691 -4.126139 0.368950 0.0051 -0.0047 -0.0388 0.072
H -2.381704 -4.120819 -2.382431 0.0123 -0.0023 0.0198 0.114
H -4.374235 -2.270640 -2.442268 -0.0034 0.1110 -0.0050 0.131
H -4.792699 0.116643 -1.911635 -0.0538 0.0208 0.0152 0.130
H -5.853072 0.787170 0.181039 0.0486 -0.0560 -0.0807 0.130
H -5.239493 1.154851 2.812601 0.0335 0.0231 0.0146 0.116
H -2.945685 1.679937 3.983280 -0.0209 0.0207 -0.0177 0.142
H -0.417804 0.931689 2.470920 0.0393 0.0533 0.0256 0.015
H -0.985345 2.610930 2.779310 0.0495 -0.0107 -0.0141 0.083
H -0.462315 1.584148 4.109939 0.0505 0.0345 -0.0285 0.090
H -1.764883 -1.050835 3.299124 -0.0193 -0.0094 0.0039 0.049
H -1.855312 -0.331447 4.920281 0.0079 -0.0179 -0.0077 0.083
H -3.336862 -0.777151 4.063977 0.0190 -0.0326 0.0065 0.084
H -4.824893 2.300158 -3.097739 0.0033 -0.0954 0.0356 0.131
H -3.084407 3.788607 -4.583521 -0.0185 -0.0203 -0.0003 0.117
H -0.526674 4.122080 -4.379028 -0.0542 0.0004 0.0002 0.140
H 1.260303 1.840262 -3.521875 0.1321 -0.1832 0.0919 0.063
H 1.736281 3.451163 -4.032570 0.0262 -0.0085 0.0344 0.095
H 0.935132 3.226807 -2.470340 0.0911 -0.0303 -0.0214 0.052
H -0.167123 1.287778 -5.447624 -0.0085 -0.0064 -0.0384 0.087
H -1.184423 2.536292 -6.178925 -0.0090 -0.0113 0.0184 0.081
H 0.572411 2.737658 -6.145855 -0.0117 -0.0173 -0.0183 0.084
O -1.016130 2.768558 -0.110626 -0.1747 0.0818 0.6809 -0.138
C -0.286595 3.996612 -0.149812 0.3898 0.2260 -0.1123 -0.169
C 1.127151 3.916705 0.474666 -0.1569 -0.2217 0.0400 -0.124
C 1.566785 2.504703 0.897309 0.0005 0.1092 -0.2009 -0.122
C 1.963438 1.607482 -0.242431 0.0951 0.0208 0.1109 -0.265
C 3.283796 1.611810 -0.681820 -0.0008 -0.0709 -0.0632 -0.002
C 3.690616 0.723926 -1.662464 -0.0580 0.0770 0.0471 -0.030
C 2.750041 -0.135066 -2.206466 -0.0033 0.0418 -0.1230 -0.043
C 1.443184 -0.028205 -1.775430 0.1179 0.0480 -0.0720 -0.157
N 1.046058 0.801971 -0.800201 0.2608 -0.0781 -0.1953 0.074
H -1.428714 2.648972 0.759216 -0.0626 0.2151 -0.1365 0.071
H -0.866789 4.768699 0.354915 -0.0812 -0.0479 -0.0382 0.130
H -0.223127 4.276761 -1.199359 -0.1124 -0.0684 0.0245 0.107
H 1.160748 4.550097 1.361444 0.0242 0.0225 -0.0144 0.115
H 1.858768 4.313310 -0.231475 -0.0141 0.0822 0.0170 0.116
H 0.782631 2.020511 1.469090 0.0753 0.0160 0.0419 0.068
H 2.433372 2.609966 1.550965 -0.0211 -0.0230 0.0405 0.128
H 3.987594 2.299533 -0.231706 -0.0003 -0.0274 0.0341 0.129
H 4.721219 0.699417 -1.990970 0.0017 -0.0015 0.0038 0.123
H 3.016229 -0.852258 -2.970537 -0.0480 0.0109 -0.0114 0.119
H 0.660104 -0.611184 -2.238752 0.0349 -0.0253 -0.0047 0.088
C 2.484890 -4.457704 2.881873 -0.0668 0.0177 0.0190 -0.178
C 1.136786 -3.750196 2.839680 -0.0143 0.2656 -0.0979 -0.434
Sb 1.133752 -1.675120 2.153213 0.2971 -0.1761 0.2354 1.405
C 1.700398 -0.746715 4.057545 -0.0119 -0.1756 -0.2879 -0.434
C 2.448199 -1.607928 5.068496 -0.0084 0.0956 -0.0047 -0.179
C 3.068069 -1.661295 1.128164 -0.1897 0.0071 0.2085 -0.427
C 4.291005 -1.360812 1.987911 -0.0364 -0.0477 -0.0928 -0.175
H 2.355066 -5.493276 3.203641 0.0502 -0.0012 0.0041 0.075
H 3.171062 -3.976559 3.578673 0.0200 -0.0267 -0.0268 0.050
H 2.958466 -4.479799 1.899264 0.0355 -0.0103 0.0195 0.054
H 0.678726 -3.726930 3.830118 -0.0376 -0.0083 -0.0105 0.041
H 0.449820 -4.282118 2.182084 0.0120 0.0195 0.1179 0.007
H 0.759081 -0.399781 4.487930 0.0167 0.0190 -0.0384 0.012
H 2.283820 0.141869 3.802973 -0.0614 0.0469 0.0024 0.038
H 1.896150 -2.517114 5.307330 0.0461 -0.0180 0.0062 0.058
H 2.585988 -1.055991 6.001301 0.0156 -0.0391 0.0120 0.073
H 3.436746 -1.889122 4.707557 -0.0256 -0.0397 0.0219 0.050
H 2.977349 -0.927694 0.325382 -0.0221 -0.0824 0.0753 -0.008
H 3.171868 -2.640166 0.654626 -0.0551 0.0166 -0.0531 0.040
H 4.183232 -0.419187 2.528971 0.0305 -0.0125 0.0287 0.058
H 5.189099 -1.286468 1.369451 0.0149 0.0152 0.0227 0.071
H 4.461473 -2.153549 2.715655 0.0334 0.0508 0.0216 0.051
```
Forces are in eV/Å.

Entry from OMol25: a structure of composition C32H54IN4O4P2 at a distorted geometry (ωB97M-V with the def2-TZVPD basis set).

Output
* net charge: +1
* E_tot: -74878.716 eV

Structure (XYZ):
```
97
Properties=species:S:1:pos:R:3:forces:R:3:lowdin_charge:R:1
C 7.591700 0.854913 1.483217 0.4248 -0.1335 0.0924 0.057
C 6.650567 1.153389 0.591981 -0.6309 0.4371 -0.4005 -0.072
C 5.683960 0.135173 0.076393 1.1917 -1.1226 0.4227 -0.496
O 5.780826 -1.033979 0.408465 -0.4073 0.8123 -0.6685 0.091
O 4.705540 0.627220 -0.711920 0.7905 0.1814 -0.3742 -0.014
C 4.342637 -0.253892 -1.811672 -0.0811 -0.4210 0.5232 -0.188
C 3.073290 -1.019036 -1.479769 0.1379 0.2331 -0.1349 -0.193
C 1.786167 -0.154348 -1.582160 1.0988 -1.5849 -0.0112 -0.183
C 0.629177 -1.075471 -1.998346 -0.7163 1.0673 -0.5006 -0.198
C -0.758581 -0.602105 -1.498491 0.3602 -1.2509 -0.4582 -0.179
C -0.884035 -0.826558 0.019537 0.3685 0.3038 0.0747 -0.137
C -1.676958 0.249405 0.869516 -0.1761 -2.3545 -1.7013 -0.289
C -0.990057 1.576172 0.455035 -0.3005 0.6221 -0.1491 -0.058
C -0.948683 2.826115 1.302399 0.3481 -0.2648 0.2761 -0.216
C 0.209320 3.117754 1.994463 0.8875 -1.0749 -0.2242 -0.081
C 0.364270 4.243423 2.756949 0.8122 0.2527 0.8076 -0.084
C -0.656144 5.154449 2.867700 -0.0124 0.3946 0.3030 -0.082
C -1.803971 4.907169 2.158183 -0.5833 0.8130 0.2473 -0.077
C -1.933892 3.777670 1.397546 -1.3501 -0.2915 -0.9103 -0.058
C -3.132739 0.058716 0.335617 -0.2445 1.1415 0.3745 -0.198
C -3.993960 1.343689 0.466635 -0.8724 -1.0577 -0.6183 -0.220
N -3.905065 2.168754 -0.743473 -0.4082 0.5092 0.7243 -0.115
C -5.032352 3.120951 -0.729146 0.2627 -0.0613 -0.6912 -0.117
C -3.875039 -1.205836 0.873758 -0.2810 1.2445 -0.1937 -0.077
C -3.229816 -2.102959 1.927072 -0.9179 -1.4982 0.3954 -0.360
C -3.165327 -3.628163 1.569336 0.2513 0.1514 -0.8815 -0.622
I -4.873325 -4.594291 2.513004 0.3572 0.1010 -0.0166 0.954
C -3.059287 -3.965421 0.055159 -1.4479 -0.9151 0.1205 -0.276
C -4.406584 -4.330680 -0.634420 0.8576 0.5954 -0.7265 -0.174
N -1.892110 -1.693435 2.524197 -0.4162 0.6543 -0.0314 -0.122
P -1.893716 -2.211422 4.299113 0.7174 -1.0846 1.6862 0.711
O -1.517321 -3.628314 4.331934 0.0154 -0.3761 -0.7651 -0.380
C -1.545663 -0.239644 2.338713 1.0485 2.3163 -1.3762 -0.429
C -0.111692 -0.034829 2.853600 -0.2584 -0.3090 0.2917 -0.177
C 0.863114 -0.960680 2.910173 0.1352 0.1993 0.0420 0.044
P -2.521137 0.543976 3.774682 -0.3923 -0.7319 1.1468 0.892
N -4.185556 0.553643 3.444594 0.7572 0.1699 -0.1131 -0.104
O -2.214377 2.128977 3.876220 0.0475 -0.4456 -0.2294 -0.221
H 8.088393 -0.110711 1.512411 -0.8889 -0.3415 0.6187 0.078
H 7.940373 1.591881 2.200374 0.6235 0.3090 -0.7216 0.068
H 6.566021 2.169201 0.209093 -0.7219 0.0824 0.7302 0.106
H 5.172198 -0.936896 -2.008980 -0.0651 -0.0310 0.2264 0.124
H 4.251461 0.362699 -2.698922 -0.2366 0.2680 0.2219 0.089
H 3.024065 -1.865615 -2.165330 -0.1197 0.0924 -0.0433 0.094
H 3.180014 -1.430621 -0.471171 0.0215 -0.0227 -0.0778 0.113
H 1.998557 0.572636 -2.366842 -0.4379 0.3328 0.2506 0.112
H 1.661490 0.301514 -0.597028 -0.2558 0.3376 -0.2541 0.093
H 0.566666 -1.019225 -3.090704 0.1776 -0.2397 0.0470 0.113
H 0.802384 -2.131534 -1.773313 0.0356 0.1272 0.3464 0.116
H -0.926211 0.394078 -1.906617 -0.1039 0.1373 0.4833 0.117
H -1.469979 -1.268887 -2.003881 -0.1905 0.2972 0.0482 0.108
H 0.142123 -0.917061 0.392490 -0.1249 0.2234 0.1529 0.094
H -1.315680 -1.827226 0.140873 -0.0762 0.1680 0.0114 0.098
H -1.451124 1.870099 -0.491131 -0.1352 -0.1306 0.1174 0.120
H 0.045590 1.362253 0.181482 -0.0382 -0.1568 0.2661 0.108
H 1.033372 2.410142 1.920359 0.0655 0.1569 -0.0028 0.117
H 1.291637 4.399051 3.297153 0.0144 0.0196 -0.0932 0.112
H -0.564821 6.036510 3.487857 0.0604 0.0059 -0.0480 0.112
H -2.621580 5.617353 2.205589 -0.0069 -0.0463 -0.0568 0.114
H -2.857746 3.646607 0.848880 0.1116 0.0172 -0.0924 0.083
H -3.115138 -0.052486 -0.751502 0.5872 -0.1939 0.0898 0.126
H -5.052729 1.031432 0.544700 0.1515 -0.0690 0.3467 0.114
H -3.782696 1.911512 1.372156 0.2129 0.2172 -0.2450 0.083
H -4.072710 1.584295 -1.556130 0.2664 -0.1716 0.0900 0.109
H -4.962481 3.727681 -1.634406 -0.0540 0.1570 0.2012 0.085
H -4.998779 3.767682 0.148500 0.0601 -0.0244 -0.0477 0.077
H -6.003051 2.604585 -0.760637 0.0425 0.0692 0.2191 0.082
H -4.252723 -1.746590 0.007886 0.4991 -0.4501 0.1375 0.109
H -4.798176 -0.818451 1.307779 0.1636 -0.1441 0.2774 0.103
H -3.905335 -2.112480 2.782454 0.1022 0.4976 -0.0250 0.025
H -2.318590 -4.111817 2.057794 -0.1593 0.2260 0.3077 0.055
H -2.459828 -4.874033 -0.020096 0.3710 0.3170 -0.1251 0.113
H -2.645891 -3.163523 -0.557881 0.4101 0.0238 0.4328 0.087
H -4.239889 -4.225915 -1.713416 -0.0797 -0.0946 0.0734 0.080
H -4.690193 -5.367063 -0.474509 -0.2504 0.1565 0.3182 0.055
H -5.186813 -3.612873 -0.384076 -0.2087 -0.3442 0.1430 0.047
H -1.172247 -2.312146 2.135869 0.1613 0.2867 -0.0263 0.136
H -3.175431 -2.062788 4.856919 -0.0261 0.4890 -0.5148 0.034
H -0.947055 -1.503230 5.045704 -0.3255 0.4681 -0.3866 0.023
H 0.090560 0.940226 3.302279 -0.5185 -0.4650 0.9766 0.089
H 1.182407 -1.584291 2.076259 -0.9705 -0.9657 0.4543 0.080
H 1.429814 -1.069124 3.833875 0.9865 0.9322 -0.6122 0.085
H -4.552544 1.496988 3.374712 -0.2603 -0.1363 -0.1489 0.065
H -4.680680 0.007415 4.137221 -0.1337 0.2049 0.0392 0.052
H -1.477928 2.296035 4.478534 -0.0047 0.2507 -0.0737 0.080
C 6.980446 -0.606687 -5.689209 -0.0041 -0.0082 -0.0148 -0.106
C 5.999293 -0.653289 -6.855534 0.2692 -0.0771 0.1129 -0.257
C 4.710570 0.130976 -6.581621 0.1120 -0.2694 0.0080 -0.175
C 4.007872 -0.422722 -5.418082 -0.5895 -0.2035 0.6784 -0.178
N 3.464403 -0.858937 -4.494636 0.4220 0.3230 -1.1821 0.195
H 6.560315 -1.068295 -4.793649 -0.0300 0.0336 -0.0056 0.065
H 7.891819 -1.149961 -5.937085 0.0072 0.0312 0.0028 0.076
H 7.255438 0.422220 -5.448041 0.0089 -0.0132 0.0136 0.078
H 5.754903 -1.693958 -7.076711 -0.0768 0.0419 -0.0545 0.113
H 6.478710 -0.241091 -7.744621 -0.1128 0.0315 -0.0341 0.110
H 4.046053 0.082314 -7.444532 -0.0706 0.0387 0.0470 0.120
H 4.935666 1.180925 -6.387841 -0.0408 0.0061 0.0443 0.123
```
Forces are in eV/Å.

What is the net charge in the first record? +1